No. 1
DFT (ωB97M-V/def2-TZVPD) results for C19H12Cl2FeN2O4 as an isolated structure in a non-equilibrium geometry.

The value obtained for the electronic energy is -3325.46518 a.u. The HOMO energy (alpha / beta) comes out at -7.081 / -9.018 eV. For the orbital gap (alpha / beta), the calculation gives 0.2641 / 0.1681 Ha. As for the molecular weight: 459.07 Da. The value obtained for the LUMO energy (alpha / beta) is 0.106 / -4.443 eV.

The geometry in ORCA input format:
```
! wB97M-V def2-TZVPD RIJCOSX def2/J DEFGRID3
* xyz 0 5
N -0.5969 1.0352 3.7499
C -1.2017 0.9572 2.7409
C -1.9766 0.8158 1.5696
C -3.3997 0.5807 2.0386
C -3.5972 -0.5678 2.7991
N -3.7266 -1.5684 3.4092
C -4.5846 1.0952 1.4140
O -5.6046 0.4063 1.2613
C -4.5145 2.4626 0.8098
Cl -5.9623 3.1415 0.2295
C -3.2911 2.9905 0.5687
Cl -3.1106 4.5296 -0.1371
C -2.0162 2.2563 0.8809
O -0.9428 2.8008 0.6596
C 1.0079 -1.2974 1.4966
C 0.1548 -0.5504 0.5355
C -1.3422 -0.3483 0.7672
C 0.7424 0.1691 -0.6243
Fe 2.4301 -0.4191 -1.5217
C 3.4022 0.4458 -0.2461
O 3.9613 1.1693 0.4693
C 2.3298 1.1199 -2.5302
O 2.2069 2.1838 -2.9632
C 1.7142 -2.3075 -1.9938
C 2.8290 -2.3810 -1.0761
C 3.9667 -1.7254 -1.7052
C 3.5391 -1.2230 -2.9791
C 2.1467 -1.5866 -3.1615
H 1.0372 -0.7826 2.4667
H 0.6326 -2.3141 1.6622
H 2.0463 -1.4072 1.1448
H -1.8458 -0.1647 -0.1946
H -1.6976 -1.2170 1.3424
H 0.0593 0.0972 -1.4797
H 0.8981 1.2181 -0.3615
H 0.7454 -2.8028 -1.8444
H 2.8623 -2.9626 -0.1475
H 4.9731 -1.6995 -1.2891
H 4.1735 -0.7165 -3.6998
H 1.5526 -1.4330 -4.0611
*
```

---

No. 2
DFT (ωB97M-V/def2-TZVPD) results for C5H6O8S2 as an isolated structure in a non-equilibrium geometry.

The value obtained for the electronic energy is -1592.41946 a.u. The HOMO energy comes out at -1.588 eV. For the orbital gap, the calculation gives 0.2636 Ha. As for the molecular weight: 258.23 Da. The value obtained for the LUMO energy is 5.585 eV.

The geometry in ORCA input format:
```
! wB97M-V def2-TZVPD RIJCOSX def2/J DEFGRID3
* xyz -2 1
C -3.4077 0.2791 -0.1736
C 1.6705 -0.0412 -1.2926
C 1.8701 -1.8331 1.3962
C -0.3914 2.3908 -0.8094
C 0.3481 -0.3137 -0.6427
O -3.2955 0.1929 -1.3491
O 2.4712 -0.9989 -1.2847
O -4.1969 0.2445 0.7092
O 1.8754 1.0688 -1.8389
O 0.2949 -2.9791 -0.3833
O -0.7344 -1.5997 1.3278
O 0.2176 1.3205 1.5071
O -1.9169 0.7408 0.5405
S 0.3455 -1.7238 0.3557
S -0.4326 0.9142 0.2672
H 1.7663 -1.0733 2.1605
H 1.9084 -2.8325 1.8141
H 2.6984 -1.6413 0.7239
H -1.2561 2.3578 -1.4567
H -0.3688 3.2822 -0.1958
H 0.5336 2.2450 -1.3753
*
```

---

No. 3
DFT (ωB97M-V/def2-TZVPD) results for C42H40BiN6O8P2S as an isolated structure.

The value obtained for the electronic energy is -3850.63518 a.u. The HOMO energy comes out at -4.938 eV. For the orbital gap, the calculation gives 0.2680 Ha. As for the molecular weight: 1059.81 Da. The value obtained for the LUMO energy is 2.355 eV.

The geometry in ORCA input format:
```
! wB97M-V def2-TZVPD RIJCOSX def2/J DEFGRID3
* xyz -1 1
Bi 0.2733 0.2416 0.3115
O 0.9490 3.0301 3.4372
C 0.4455 2.0746 2.5860
O 0.9981 2.0826 1.3648
C -1.0730 2.2166 2.4881
C -1.9058 2.9030 3.3489
C -3.2617 2.9312 3.0398
C -3.7396 2.2749 1.9132
C -2.8308 1.5990 1.1115
N -1.5462 1.5988 1.4165
C -3.2058 0.8019 -0.1370
O -4.4111 0.6444 -0.3564
O -2.2284 0.3742 -0.8114
H 1.8853 2.7792 3.5639
H -1.4990 3.3960 4.2192
H -3.9483 3.4646 3.6859
H -4.7861 2.2690 1.6436
C 1.8995 -2.2756 -1.9204
P 0.0846 -2.4193 -1.5391
C -0.5910 -3.4418 -2.8901
C -0.0494 -4.6741 -3.2571
C -0.5931 -5.3938 -4.3071
C -1.6905 -4.8919 -5.0008
C -2.2423 -3.6744 -4.6378
C -1.6936 -2.9518 -3.5824
C 0.0738 -3.5355 -0.0879
C -0.9358 -4.4834 0.0791
C -1.0712 -5.1616 1.2818
C -0.2072 -4.8954 2.3385
C 0.8056 -3.9620 2.1787
C 0.9524 -3.2999 0.9676
C 2.3073 -0.8597 -2.1908
C 3.1569 -0.3958 -3.1686
C 3.2209 1.0155 -3.0289
C 2.4074 1.3374 -1.9721
C 1.9472 2.6774 -1.4641
P 0.1340 2.4425 -1.3420
C -0.3488 2.2206 -3.0807
C -0.8039 0.9774 -3.5054
C -1.0805 0.7582 -4.8487
C -0.9193 1.7834 -5.7673
C -0.4802 3.0333 -5.3457
C -0.1927 3.2497 -4.0080
C -0.6764 3.9668 -0.8027
C -0.0839 4.7832 0.1590
C -0.7696 5.8821 0.6553
C -2.0545 6.1618 0.2119
C -2.6565 5.3398 -0.7319
C -1.9722 4.2446 -1.2369
N 1.8350 0.1974 -1.4520
H 2.1075 -2.8786 -2.8064
H 2.4629 -2.7166 -1.0943
H 0.7992 -5.0704 -2.7111
H -0.1642 -6.3479 -4.5865
H -2.1149 -5.4575 -5.8207
H -3.0995 -3.2838 -5.1706
H -2.1281 -2.0039 -3.2841
H -1.6247 -4.6928 -0.7327
H -1.8605 -5.8955 1.3974
H -0.3347 -5.4010 3.2867
H 1.4641 -3.7073 2.9989
H 1.7460 -2.5621 0.8896
H 3.6607 -0.9995 -3.9087
H 3.7702 1.7106 -3.6450
H 2.2098 3.4753 -2.1600
H 2.3342 2.9092 -0.4699
H -0.9539 0.1903 -2.7780
H -1.4218 -0.2169 -5.1731
H -1.1377 1.6121 -6.8140
H -0.3565 3.8360 -6.0615
H 0.1508 4.2252 -3.6818
H 0.8956 4.5348 0.5458
H -0.3034 6.5059 1.4068
H -2.5915 7.0134 0.6101
H -3.6648 5.5427 -1.0689
H -2.4507 3.5970 -1.9618
O 2.9910 1.1387 3.5318
S 2.0852 0.0711 3.1649
O 1.9793 -1.0402 4.0609
O 2.2281 -0.3404 1.7457
O 0.5945 0.7355 3.1990
C -6.0250 -1.5907 3.9555
C -6.1826 -2.3578 2.6466
C -6.5026 -1.4211 1.4903
C -4.9648 -3.2387 2.3590
N -3.6882 -2.5356 2.4107
C -3.0097 -1.8505 1.4895
N -1.8871 -1.4274 2.0231
N -1.9116 -1.8472 3.3086
N -2.9761 -2.5165 3.5473
H -6.9477 -1.0606 4.1947
H -5.2275 -0.8496 3.8760
H -5.7788 -2.2498 4.7894
H -7.0123 -3.0662 2.7584
H -5.6949 -0.7186 1.2819
H -7.3921 -0.8304 1.7157
H -6.6929 -1.9708 0.5658
H -5.0441 -3.7035 1.3749
H -4.8819 -4.0291 3.1045
H -3.3370 -1.6950 0.4740
*
```

---

No. 4
DFT (ωB97M-V/def2-TZVPD) results for a 2-piece molecular cluster, C9H16N3O overall in a non-equilibrium geometry.

The value obtained for the electronic energy is -591.84259 a.u. The HOMO energy comes out at -11.331 eV. For the orbital gap, the calculation gives 0.3124 Ha. As for the molecular weight: 182.25 Da. The value obtained for the LUMO energy is -2.830 eV.

The geometry in ORCA input format:
```
! wB97M-V def2-TZVPD RIJCOSX def2/J DEFGRID3
* xyz 1 1
C 2.3362 1.5732 1.1366
C 1.8086 -0.8349 1.5561
N 2.3294 0.1264 0.8356
N 1.3174 -0.6207 2.7823
N 1.6403 -2.0572 1.0541
H 2.4951 -0.0808 -0.1374
H 1.4172 0.3018 3.1402
H 0.6633 -1.2565 3.2038
H 2.0697 -2.4060 0.2103
H 1.3763 -2.8387 1.6117
H 1.3111 1.9214 0.9871
H 3.0249 2.0754 0.4668
H 2.6982 1.7184 2.1479
C 0.1864 1.4326 -3.1770
C -0.5325 -0.5808 -1.8069
C -0.5865 0.7987 -2.0501
C -1.2250 -1.1344 -0.7421
C -1.3658 1.5914 -1.1981
C -2.0806 -0.3367 -0.0206
C -2.1575 1.0291 -0.2052
O -2.7552 -0.9581 1.0359
H 0.0482 -1.1957 -2.4887
H -1.0276 -2.1597 -0.4677
H 0.1378 2.5227 -3.0643
H -0.3290 1.3222 -4.1324
H -1.3551 2.6360 -1.4801
H -2.8834 1.6688 0.2813
H -3.5090 -0.3821 1.2150
H 1.1737 1.0138 -3.3229
*
```

---

> molecular weight of number 4 (C9H16N3O)?

182.25 Da

---

> Among the records above, which one has the lowest molecular weight?

C9H16N3O

---

> Which of these has the highest molecular weight?

C42H40BiN6O8P2S